Density functional theory data (the ωB97M-V functional and the def2-TZVPD basis) for a structure of composition C33H26F9N4O3P2PdSe2 in a non-equilibrium geometry.

```
! RIJCOSX wB97M-V def2-TZVPD def2/J DEFGRID3
* xyz -1 1
Pd 0.25 -0.18 -0.10
N -0.95 -2.09 0.75
C -2.33 -2.51 0.57
C -2.85 -2.08 -0.80
C -2.96 -0.54 -0.81
O -4.05 0.00 -0.69
O -1.86 0.09 -0.94
H -0.37 -2.61 0.08
H -0.63 -2.31 1.69
H -2.95 -2.05 1.35
H -2.42 -3.61 0.67
H -3.84 -2.51 -0.97
H -2.16 -2.41 -1.57
Se 4.53 5.82 -0.38
P 4.99 3.85 0.20
C 5.69 3.75 1.88
C 6.68 4.67 2.22
C 7.27 4.60 3.47
C 6.87 3.64 4.38
C 5.87 2.74 4.05
C 5.28 2.80 2.80
C 6.25 3.12 -0.90
C 7.42 2.54 -0.43
C 8.28 1.92 -1.32
C 7.97 1.88 -2.67
C 6.80 2.46 -3.14
C 5.95 3.09 -2.25
C 3.74 2.57 0.12
C 2.36 2.40 0.18
N 2.15 1.08 -0.02
N 3.31 0.49 -0.17
N 4.27 1.35 -0.10
P 0.90 3.43 0.32
Se -0.84 2.20 -0.04
C 1.16 4.69 -0.96
C 0.66 5.97 -0.80
C 0.81 6.90 -1.81
C 1.47 6.55 -2.98
C 1.96 5.26 -3.14
C 1.80 4.32 -2.14
C 1.00 4.29 1.92
C 2.20 4.79 2.40
C 2.25 5.45 3.60
C 1.09 5.63 4.34
C -0.12 5.13 3.87
C -0.16 4.45 2.67
H 6.97 5.42 1.51
H 8.05 5.31 3.73
H 7.33 3.59 5.35
H 5.55 2.00 4.76
H 4.50 2.09 2.53
H 7.65 2.57 0.62
H 9.18 1.46 -0.95
H 8.64 1.38 -3.36
H 6.56 2.42 -4.19
H 5.04 3.57 -2.61
H 0.16 6.23 0.13
H 0.43 7.90 -1.68
H 1.59 7.27 -3.76
H 2.48 4.99 -4.05
H 2.18 3.32 -2.27
H 3.10 4.66 1.81
H 3.19 5.84 3.96
H 1.12 6.17 5.28
H -1.02 5.26 4.46
H -1.09 4.04 2.28
F 4.56 -3.41 -1.19
C 3.86 -2.31 -0.83
F 3.75 -1.57 -1.92
F 4.66 -1.67 0.03
C 2.43 -2.68 -0.27
O 1.46 -2.03 -0.86
C 2.41 -2.48 1.31
F 3.56 -2.68 1.95
F 1.96 -1.25 1.64
F 1.53 -3.32 1.89
C 2.23 -4.22 -0.50
F 2.41 -4.55 -1.78
F 0.98 -4.59 -0.20
F 3.05 -5.01 0.22
*
```

## Properties
LUMO energy (alpha / beta) = 0.9254 / 0.9403 eV
E_HOMO (alpha / beta) = -5.60 / -5.59 eV
E_tot = -8230.25082 a.u.

Here are the Löwdin charges for atoms 1 to 6, given in e: atom 1 (Pd): 0.79, atom 2 (N): -0.04, atom 3 (C): -0.26, atom 4 (C): -0.11, atom 5 (C): -0.71, atom 6 (O): 0.00